The following is a DFT calculation (wB97M-V/def2-TZVPD) of a 18-piece molecular cluster, C83H189N7O24 overall in a non-equilibrium geometry.

Structure (XYZ):
```
303
Properties=species:S:1:pos:R:3:lowdin_charge:R:1
H -4.657 -1.844 8.186 0.1144
C 0.604 -2.944 -1.204 -0.0025
C 5.149 5.530 2.301 -0.0960
H 1.089 3.007 -5.493 0.0749
H 2.604 3.943 3.187 0.0580
O -0.380 -4.442 2.203 -0.1389
H -4.737 0.117 -1.235 0.0756
H 9.571 -0.500 3.989 0.1162
C 4.050 -2.529 -3.488 -0.1459
H -4.506 3.739 0.236 0.0384
C -0.291 1.094 1.317 -0.0090
H -3.316 3.885 3.538 0.0791
C 5.778 5.357 -0.095 -0.1599
H 9.586 0.786 6.039 0.0795
H -4.051 0.124 -6.592 0.0959
C -1.620 4.590 -2.510 -0.1289
H -2.802 -1.707 1.420 0.0320
H 8.681 -1.879 2.251 0.1146
H 4.627 -1.681 0.756 0.0718
H 6.832 2.440 3.325 0.0964
H 1.980 4.139 1.591 0.0818
H -2.331 -4.988 -6.215 0.1238
C -7.171 -0.831 -2.334 -0.0229
C -5.132 -5.370 -1.165 -0.1500
H -7.180 0.589 -4.362 0.1215
H -3.504 -3.206 0.121 0.0675
H -3.203 1.635 5.971 0.0551
H -4.250 1.490 -4.520 0.0712
H -5.407 -0.006 5.143 0.0712
H -1.420 4.002 0.818 0.0478
H -1.538 2.091 -1.456 0.0585
C 1.199 2.889 5.312 -0.0500
H -5.044 -3.632 -6.115 0.0615
H -0.838 1.907 -9.771 0.1125
C -1.146 1.917 -7.497 -0.1424
C -3.580 1.287 6.932 -0.0119
H -1.868 3.347 2.772 0.0496
C 1.988 0.529 0.584 -0.1685
C 6.025 4.791 1.253 -0.1902
H -0.465 -2.666 1.574 0.0511
H -5.520 1.927 -5.550 0.1068
H -1.745 -7.329 -0.283 0.0961
H 5.242 2.177 3.897 0.0780
C -2.790 -1.315 8.759 -0.1967
H 5.817 3.721 1.294 0.0726
C -5.381 6.389 -1.329 -0.0200
C 3.597 5.500 1.918 -0.4626
H 1.027 -5.025 3.695 0.0813
H -6.388 -6.238 -2.757 0.0749
H 2.799 -0.200 0.608 0.1017
H -0.175 3.970 -0.415 0.0687
C -0.725 -0.347 6.484 -0.0352
H 5.077 1.365 -1.047 0.0556
O -5.512 2.099 0.960 -0.1430
C -5.169 1.089 -4.948 -0.1724
C -5.033 -9.148 -6.543 -0.0583
H 6.150 6.382 -0.121 0.1119
H -5.802 -7.388 -1.520 0.0696
H 5.090 6.169 -2.508 0.0833
H 0.182 -3.164 -2.185 0.0792
C 0.926 -4.287 2.900 -0.0784
H -0.991 -1.269 -2.685 0.0735
H -5.832 -1.327 6.199 0.0828
H 4.238 -4.368 -0.107 0.0949
H 6.705 -0.583 1.763 0.1053
H -0.882 0.200 7.413 0.0698
H 2.131 -1.275 -8.472 0.0839
H 1.722 -4.446 2.172 0.0719
C -0.289 1.516 -6.327 -0.4501
H 0.039 -2.648 -6.552 0.0680
O -3.990 4.539 0.362 -0.0164
H 1.455 2.658 -7.189 0.0737
O 2.196 6.279 0.136 -0.0054
H -3.085 -5.178 -4.612 0.1102
C -4.074 -0.235 6.751 -0.4527
H 4.494 -0.498 2.952 0.0652
H -3.157 2.222 -2.177 0.0625
C 7.997 -0.599 5.436 -0.4554
C 5.176 -0.607 3.795 -0.0172
C 2.889 2.601 7.003 -0.5316
H 4.804 -3.168 1.729 0.0840
C -5.531 -6.547 -2.158 -0.0164
H 5.466 -1.653 3.895 0.0654
C -0.309 -2.197 -7.481 -0.0166
H -6.262 0.229 6.718 0.0904
C 3.989 0.893 10.011 -0.0639
C -5.837 -0.497 -3.106 -0.4450
H 4.806 7.377 -1.283 0.0727
C -2.285 -5.523 -5.266 -0.1782
H 1.893 1.603 -5.851 0.0797
H 2.111 0.348 -7.863 0.0750
H 2.025 -8.002 -1.515 0.0792
H 4.337 -2.147 -4.467 0.0822
H 5.262 5.056 3.276 0.1101
O -3.732 -1.806 1.636 -0.1247
H -0.868 0.299 5.618 0.0765
H 7.920 -2.404 6.800 0.0824
H -2.632 -0.781 -4.916 0.0505
H 1.634 -3.291 -1.123 0.0652
H -0.883 3.887 -2.899 0.1005
O -3.745 -5.640 -0.851 -0.0306
H 0.123 3.017 5.190 0.0795
H -5.144 -2.654 0.291 0.0706
H 0.304 -0.691 6.376 0.0846
H 0.484 1.827 -8.853 0.0882
C -0.538 1.447 -8.829 -0.1811
N 3.449 5.975 0.557 -0.1533
C -2.230 3.927 3.620 -0.1773
H 6.366 4.832 -0.848 0.1201
C -1.945 -2.221 7.818 -0.1222
H -2.108 5.383 -4.527 0.1067
H -3.717 -1.219 4.162 0.0782
H -7.865 -1.253 -3.062 0.0827
H -7.605 0.031 -1.828 0.0776
H -1.238 -0.065 -1.325 0.0705
O 4.848 -1.862 -2.556 -0.1327
H 0.015 -3.515 -0.486 0.0626
C -1.278 -6.397 0.033 -0.0201
H 1.707 0.531 3.026 0.0710
H 4.774 2.632 9.114 0.1261
H -5.628 -5.385 -0.195 0.1177
C 0.196 -0.689 -7.543 -0.4757
H -4.616 1.662 2.691 0.0782
C -4.932 -0.072 -5.981 -0.0825
H 7.073 4.978 1.488 0.1160
H -3.414 6.784 -3.040 0.1145
H -0.294 -3.094 5.841 0.0800
H -1.058 2.977 -7.736 0.1231
H -2.540 -3.126 7.690 0.1122
C 6.356 0.368 3.718 -0.4963
H -0.649 1.565 -4.194 0.0777
O -3.982 -8.484 -5.928 0.0020
H 3.485 7.573 2.753 0.0808
C 1.716 0.768 -0.860 -0.1701
C -2.298 4.031 -1.225 -0.4484
H -6.360 2.168 1.405 0.0900
C 0.291 -1.462 -0.871 -0.4632
H 4.851 0.829 10.675 0.0839
H -1.015 -2.599 8.243 0.1194
O -1.540 -5.358 -0.941 0.0042
H 0.100 -2.706 -8.354 0.0820
H -7.029 -1.625 -1.601 0.0613
H 3.363 6.751 -2.131 0.0759
C 1.317 -0.412 2.643 -0.0173
H -3.567 1.473 1.249 0.0631
C 2.908 4.161 2.163 -0.0109
H -4.263 2.115 7.123 0.0727
H -4.607 -3.717 1.484 0.0801
H 1.389 -0.517 -2.598 0.1101
H 3.840 -0.076 9.535 0.0783
H 2.088 -1.180 2.591 0.0608
H -2.122 1.343 -4.985 0.0587
H -5.974 3.789 -1.416 0.0785
C 0.733 -0.047 1.252 -0.4409
C -1.162 4.367 -0.176 -0.0184
C -1.127 -2.524 5.429 -0.0488
H -1.390 -2.265 -7.602 0.0614
H -1.747 -1.767 -1.279 0.0691
H -1.064 5.515 -2.350 0.1144
H -2.924 3.966 -4.115 0.0767
C 1.445 -0.626 -1.515 -0.0906
O 1.889 -7.076 -1.297 -0.1224
H 9.820 -0.706 6.787 0.0808
H 2.117 -1.070 -6.780 0.0787
O 6.293 0.870 6.039 -0.0124
H 4.287 3.822 -1.959 0.0815
C -6.216 0.779 -3.890 -0.1390
O -4.765 -6.423 -6.286 0.1316
C -0.968 -1.081 -1.612 -0.0173
H -6.215 -2.439 -6.623 0.0819
H 2.183 7.239 0.120 0.1122
H -2.138 -0.508 9.092 0.0958
C 9.018 -0.043 6.461 -0.0527
O -2.771 -4.144 -2.305 0.1041
C 4.363 6.509 -1.770 -0.0191
C -0.943 -5.326 -4.634 -0.0621
H -4.116 -1.286 -1.966 0.0531
O -1.795 5.248 3.518 -0.1044
O -2.696 -6.915 -5.508 0.0506
H -4.763 -6.821 -2.881 0.0688
H 6.543 2.005 -1.475 0.0718
H -5.848 5.980 -0.433 0.0686
H 6.695 -2.357 5.539 0.0583
H 1.133 -3.351 3.420 0.0602
H 8.562 0.261 7.403 0.0758
C 4.304 5.485 -0.563 -0.4501
C 6.139 1.186 -0.879 -0.1374
H 0.170 2.051 1.561 0.0791
C 7.270 -1.740 6.231 -0.0346
C -2.526 2.537 -1.347 -0.0223
H -0.904 -2.026 4.485 0.0531
H -0.943 5.432 -0.107 0.0844
H -6.306 1.639 -3.225 0.0956
C 4.231 1.741 8.801 -0.2278
C 7.276 -0.234 2.623 -0.1313
C -0.436 -0.084 -8.837 -0.1289
H 3.157 -6.760 -2.901 0.0826
H -0.880 -5.880 -3.698 0.0677
H -4.740 7.228 -1.057 0.0799
N -0.235 0.008 -6.323 -0.1183
H -3.701 0.219 -2.711 0.0565
H -0.923 1.144 0.430 0.0548
H 1.432 -6.585 -3.158 0.0647
C -4.246 -2.900 0.859 -0.1211
H 6.009 -0.710 -1.561 0.0168
H 4.591 -0.378 4.686 0.0844
H 9.425 -2.122 4.527 0.1255
C -1.173 1.866 -5.101 -0.0327
H -2.816 1.360 7.706 0.0636
C -5.468 -0.300 6.191 -0.0519
H 6.418 -1.473 6.856 0.0718
C -4.565 1.318 1.658 -0.1288
H -5.161 -4.356 -1.564 0.0866
H 2.664 1.074 -1.303 0.0971
C -3.792 5.776 -3.207 -0.1247
C -3.885 -7.181 -5.969 -0.6643
H -2.941 -2.135 -4.039 0.0546
H 0.112 -0.371 -9.735 0.1165
H -1.422 -0.520 -8.998 0.1065
H 2.253 -5.284 -2.344 0.0648
H 4.871 1.222 8.087 0.1096
N 0.180 -1.261 0.576 -0.0668
N -3.499 4.837 -0.963 -0.0820
H -1.314 2.947 -5.119 0.0699
H -0.991 0.917 2.134 0.0799
H -0.114 -5.674 -5.251 0.0831
H -5.723 -0.180 -6.723 0.1043
H -1.963 3.419 4.547 0.0590
O 2.967 2.004 8.186 0.0397
H -4.882 -10.223 -6.440 0.0972
H 2.431 -1.057 -1.342 0.0913
H -0.988 -4.891 2.796 0.0807
C -1.730 -1.499 6.471 -0.4454
H 0.548 -0.772 3.326 0.0601
H 8.027 0.484 2.294 0.1256
H 5.617 6.509 2.410 0.1138
O 1.573 2.468 6.613 -0.0161
H 3.065 1.165 10.523 0.0852
H -2.940 -1.818 9.715 0.1068
H 1.935 6.668 2.723 0.0771
H 6.435 1.401 0.147 0.0503
H 6.614 1.770 6.134 0.1157
O 3.772 3.159 6.369 0.1123
H 4.815 -2.308 -1.706 0.0253
H 3.181 6.308 3.908 0.0784
O 6.680 -0.042 -1.400 -0.1120
H -4.665 -0.214 8.799 0.1222
H 4.282 -3.592 -3.432 0.0813
H -4.468 5.803 -4.062 0.1139
H 1.634 2.266 4.531 0.0767
H -6.234 4.548 -3.006 0.0880
H -2.817 1.950 -0.475 0.0547
N -5.512 -1.597 -4.009 -0.0862
N -3.104 -1.058 5.904 -0.0711
C 3.013 6.597 2.870 -0.0329
H 7.370 -2.340 3.106 0.0944
H -6.092 6.669 -2.106 0.0762
C 1.699 -0.646 -7.693 -0.0445
O 4.401 -3.447 -0.323 -0.1206
H -0.235 -6.571 0.301 0.0844
O -5.328 -2.866 -3.295 -0.0298
O 0.236 -0.491 -5.115 -0.0212
H -5.991 -8.819 -6.141 0.0978
C -5.499 4.074 -2.355 -0.0192
C 8.833 -1.234 4.312 -0.1352
C -2.696 -4.982 -1.439 -0.5802
H -1.869 -3.289 5.200 0.0761
C -3.210 -1.701 -5.002 -0.0228
H -2.401 5.805 3.025 0.0816
C -4.111 -0.900 8.159 -0.1493
C -4.513 5.204 -1.963 -0.4849
C 8.039 -1.483 3.038 -0.1992
H 2.331 1.484 0.984 0.1077
H 1.600 3.876 5.084 0.0804
H 5.576 1.790 2.221 0.0606
C 5.991 1.754 3.228 -0.0296
H -2.201 1.645 -7.479 0.1177
C 2.240 -6.368 -2.460 -0.1534
H -0.880 -4.254 -4.443 0.0725
H -4.480 -2.507 -7.162 0.0750
C 3.759 4.134 -1.058 -0.0361
C -4.731 -1.499 -5.274 -0.4132
H 3.946 3.309 -0.370 0.0486
H 3.240 -2.719 1.180 0.0591
H -2.660 -2.259 -5.760 0.0599
H -4.957 3.247 -2.814 0.0541
N 7.047 0.439 4.984 -0.1204
C -4.519 -0.304 -2.216 0.0135
H 2.979 -2.325 -3.480 0.0654
O -0.909 -1.922 1.161 -0.0075
H 3.554 3.339 1.857 0.0565
H -4.930 0.292 1.599 0.0684
H -4.400 -2.837 -3.051 0.0162
H -0.531 -1.009 -4.859 0.0612
H 0.982 1.558 -1.020 0.1031
C -2.594 4.907 -3.675 -0.1754
C -5.175 -2.570 -6.325 -0.0290
H -1.761 -6.229 0.996 0.0753
O -3.088 -0.602 4.542 -0.0415
H -5.040 -8.917 -7.608 0.0993
C 4.289 -2.709 0.885 -0.1283
H 2.689 4.055 -1.247 0.0775
C 1.096 2.227 -6.254 -0.0060
```

Properties
* molar mass: 1669.4 u
* LUMO energy: 0.131 eV
* E_HOMO: -0.2869 Eh